Density functional theory data (wB97M-V/def2-TZVPD) for a molecular structure, C13H26EuN6O6S at a distorted geometry.

Geometry as XYZ:
```
53
Properties=species:S:1:pos:R:3
O 0.25 0.03 -3.93
H 0.42 -0.57 -4.67
Eu -0.04 -0.27 -1.68
N 1.42 -0.92 0.58
N 0.67 -2.61 -1.17
N -0.47 1.60 0.08
N -1.15 1.78 -2.36
O 1.83 -0.01 1.42
O -0.15 1.55 1.42
O -1.15 1.89 -3.75
O -0.19 -3.36 -1.74
C 1.52 -3.12 -0.23
C 1.97 -2.16 0.72
C -1.12 2.74 -0.24
C -1.49 2.85 -1.63
C 2.86 -2.55 1.85
H 2.33 -3.24 2.54
H 3.17 -1.66 2.40
H 3.76 -3.08 1.48
C 1.86 -4.56 -0.16
H 1.30 -5.10 -0.93
H 1.61 -4.97 0.83
H 2.94 -4.71 -0.32
C -1.48 3.80 0.74
C -2.20 4.05 -2.16
H -0.93 3.65 1.67
H -2.56 3.80 0.97
H -1.23 4.80 0.34
H -2.44 3.92 -3.22
H -1.59 4.96 -2.03
H -3.14 4.21 -1.60
H 0.65 0.92 1.44
H -0.48 1.08 -3.97
C 1.79 0.51 -2.42
H 2.32 -0.32 -1.85
H 1.76 1.46 -1.76
H 2.36 0.73 -3.33
O 4.33 1.03 0.39
H 4.54 1.93 0.69
H 3.47 0.82 0.80
C -3.19 0.65 2.07
N -2.30 -0.50 1.97
C -1.60 -1.04 3.02
C -0.96 -2.15 2.53
N -1.28 -2.22 1.22
C -2.10 -1.21 0.83
S -2.74 -0.86 -0.70
H -2.68 1.57 1.76
H -4.05 0.50 1.42
H -3.52 0.76 3.11
H -1.61 -0.60 4.00
H -0.30 -2.85 3.02
H -1.01 -2.97 0.54
```

Calculated values
multiplicity = 7
HOMO (spin up / spin down) = -11.31 / -11.35 eV
energy = -2398.9050 Eh
HOMO-LUMO gap (spin up / spin down) = 7.4 / 6.4 eV
⟨S²⟩ = 12.167
charge = +1

The computed Mulliken charges, all in e, follow: O -0.63; H 0.17; Eu 0.78; N 1.07; N 0.35; N 0.67; N 0.18; O -0.99; O -0.57; O -0.58; O -0.50; C 0.12; C 0.24; C 0.35; C 0.24; C -1.46; H 0.27; H 0.39; H 0.42; C -1.42; H 0.38; H 0.32; H 0.36; C -1.78; C -1.36; H 0.36; H 0.36; H 0.47; H 0.36; H 0.35; H 0.35; H 0.44; H 0.46; C -0.64; H 0.36; H 0.24; H 0.44; O -0.64; H 0.32; H 0.36; C -0.95; N 0.33; C -0.24; C -0.71; N 0.23; C -0.12; S -0.38; H 0.27; H 0.37; H 0.39; H 0.47; H 0.47; H 0.27

=====

Density functional theory data (wB97M-V/def2-TZVPD) for 3 unconnected molecules or ions with the total composition C13H26NO9 at a distorted geometry.

Geometry as XYZ:
```
49
Properties=species:S:1:pos:R:3
N -0.07 -4.53 1.19
C -0.13 -3.49 2.24
C -0.13 -4.18 3.59
C 0.54 -3.34 4.68
C 2.04 -3.14 4.43
O 2.68 -4.30 3.90
C -1.37 -2.59 2.03
O -2.31 -2.63 2.85
O -1.30 -1.88 0.99
H 0.83 -4.99 1.31
H 0.00 -4.07 0.29
H 0.74 -2.84 2.12
H 0.34 -5.15 3.50
H -1.14 -4.36 3.94
H 0.02 -2.39 4.67
H 0.40 -3.85 5.63
H 2.17 -2.32 3.72
H 2.51 -2.90 5.37
H 2.89 -4.14 2.99
C 0.50 1.11 -1.15
C 0.78 -0.25 -0.54
O 1.64 -1.04 -1.41
C 2.92 -0.72 -1.41
O 3.46 0.15 -0.77
O 3.55 -1.53 -2.28
C 4.93 -1.24 -2.44
H 0.08 1.00 -2.15
H -0.21 1.65 -0.52
H 1.40 1.71 -1.24
H -0.14 -0.81 -0.44
H 1.22 -0.17 0.45
H 5.45 -1.22 -1.48
H 5.06 -0.28 -2.95
H 5.35 -2.03 -3.06
C -2.09 6.77 -3.24
C -1.87 5.39 -3.83
O -1.97 4.37 -2.83
C -3.20 4.06 -2.44
O -4.22 4.55 -2.86
O -3.12 3.12 -1.51
C -4.36 2.75 -0.92
H -1.40 6.94 -2.41
H -1.93 7.54 -4.00
H -3.10 6.88 -2.85
H -0.86 5.31 -4.23
H -2.57 5.19 -4.64
H -5.08 2.45 -1.68
H -4.76 3.56 -0.32
H -4.16 1.90 -0.28
```

Calculated values
HOMO = -4.49 eV
energy = -1242.9462 Eh
HOMO-LUMO gap = 7.0 eV
charge = -1

The computed Mulliken charges, all in e, follow: N -0.90; C 1.11; C -0.75; C -0.59; C -0.56; O -0.57; C -0.02; O -0.77; O -0.68; H 0.22; H 0.32; H -0.13; H 0.33; H 0.32; H 0.34; H 0.36; H 0.30; H 0.35; H 0.33; C -1.26; C 0.07; O -0.35; C 0.79; O -0.57; O -0.35; C -0.65; H 0.30; H 0.35; H 0.35; H 0.31; H 0.22; H 0.29; H 0.28; H 0.22; C -1.09; C -0.21; O -0.31; C 0.74; O -0.58; O -0.26; C -0.68; H 0.29; H 0.35; H 0.31; H 0.29; H 0.31; H 0.29; H 0.29; H 0.25

=====

Density functional theory data (wB97M-V/def2-TZVPD) for a molecular structure, C13H26O10Se3Sn at a distorted geometry.

Geometry as XYZ:
```
53
Properties=species:S:1:pos:R:3
Sn 8.48 9.39 5.45
C 6.25 5.12 5.20
C 4.87 5.76 5.40
O 4.98 6.98 6.11
C 4.51 7.05 7.46
C 5.33 6.32 8.54
O 6.66 6.86 8.56
C 7.68 5.99 8.95
C 9.02 6.50 8.36
O 8.92 6.60 6.94
C 9.35 5.61 6.07
C 8.54 5.68 4.74
O 7.22 6.16 4.92
H 6.20 4.42 4.33
H 6.54 4.56 6.13
H 4.15 5.06 5.86
H 4.44 5.99 4.38
H 3.44 6.74 7.51
H 4.53 8.12 7.70
H 5.30 5.22 8.37
H 4.88 6.53 9.51
H 7.51 4.93 8.65
H 7.76 6.00 10.06
H 9.90 5.93 8.67
H 9.14 7.58 8.70
H 9.22 4.58 6.47
H 10.45 5.76 5.79
H 8.64 4.66 4.27
H 9.06 6.41 4.14
O 8.97 12.58 5.02
C 8.01 13.49 5.47
C 6.60 12.89 5.71
C 5.66 14.12 5.87
O 6.14 15.10 6.81
C 6.46 12.04 6.99
Se 8.03 10.94 7.59
C 6.03 12.10 4.52
Se 7.03 10.65 3.61
H 9.73 12.53 5.65
H 7.87 14.30 4.77
H 8.30 14.00 6.41
H 4.66 13.75 6.16
H 5.61 14.61 4.89
H 5.47 15.32 7.47
H 5.62 11.33 6.89
H 6.36 12.67 7.91
H 5.91 12.71 3.64
H 5.07 11.67 4.76
O 11.89 7.57 4.79
Se 11.17 9.06 4.24
O 9.66 8.70 3.64
O 10.53 9.87 5.59
O 11.91 10.04 3.19
```

Calculated values
HOMO (spin up / spin down) = -8.85 / -8.86 eV
relative energy (zero: lowest compared OMol25 entry of this formula, charge and spin) = 50.7 kcal per mole
energy = -8681.6941 Eh
HOMO-LUMO gap (spin up / spin down) = 5.8 / 5.9 eV

The computed Mulliken charges, all in e, follow: Sn 1.68; C -0.42; C -0.58; O -0.27; C -0.68; C -0.46; O -0.20; C -0.47; C -0.73; O 0.01; C -0.56; C -0.74; O -0.15; H 0.39; H 0.19; H 0.35; H 0.34; H 0.38; H 0.22; H 0.34; H 0.41; H 0.32; H 0.40; H 0.38; H 0.21; H 0.42; H 0.22; H 0.36; H 0.39; O -0.38; C -1.48; C 2.52; C -1.33; O -0.53; C -1.55; Se -0.24; C -1.62; Se -0.12; H 0.34; H 0.45; H 0.48; H 0.48; H 0.41; H 0.34; H 0.40; H 0.48; H 0.48; H 0.51; O -0.62; Se 1.15; O -0.68; O -0.64; O -0.60

=====

Density functional theory data (wB97M-V/def2-TZVPD) for 2 unconnected molecules or ions with the total composition C13H27Br2IO3P at a distorted geometry.

Geometry as XYZ:
```
47
Properties=species:S:1:pos:R:3
C -1.37 2.54 1.56
C -0.34 2.90 2.72
O -0.31 4.11 3.10
O 0.58 2.01 3.33
C -0.05 0.81 3.84
C 0.89 -0.43 3.37
C 0.90 -0.33 1.74
C 1.54 -1.63 1.03
P 1.09 -1.50 -0.82
C 1.57 -3.07 -1.78
I -1.36 -1.23 -1.17
C 2.06 -0.08 -1.69
C 1.04 0.55 -2.78
C 1.75 1.54 -3.83
C 2.59 0.77 -4.97
O 1.84 0.89 -6.23
H -1.04 1.71 0.86
H -1.49 3.50 0.93
H -2.42 2.30 1.98
H -0.18 0.81 4.99
H -1.09 0.59 3.41
H 0.42 -1.45 3.64
H 1.95 -0.34 3.80
H 1.49 0.60 1.39
H -0.19 -0.16 1.44
H 1.09 -2.55 1.53
H 2.67 -1.59 1.20
H 2.68 -3.05 -2.05
H 1.26 -3.99 -1.17
H 0.88 -3.07 -2.71
H 2.41 0.72 -0.95
H 3.00 -0.52 -2.19
H 0.60 -0.33 -3.36
H 0.26 1.16 -2.21
H 0.91 2.11 -4.37
H 2.40 2.33 -3.31
H 3.56 1.36 -5.11
H 2.79 -0.33 -4.69
H 2.56 1.05 -6.89
Br -4.56 0.50 0.48
C -5.11 -1.09 1.46
C -4.39 -1.20 2.78
Br -2.55 -1.81 2.53
H -4.94 -1.94 0.80
H -6.18 -0.97 1.62
H -4.85 -1.95 3.41
H -4.33 -0.26 3.32
```

Calculated values
HOMO = -12.44 eV
energy = -6524.0174 Eh
HOMO-LUMO gap = 8.1 eV
charge = +1

The computed Mulliken charges, all in e, follow: C -0.43; C 0.54; O -0.54; O -0.30; C -0.10; C -0.80; C -0.02; C -0.46; P 0.12; C -0.95; I 0.18; C -0.36; C -0.73; C -0.69; C -0.38; O -0.52; H 0.07; H 0.34; H 0.13; H 0.32; H -0.04; H 0.33; H 0.37; H 0.33; H -0.26; H 0.40; H 0.39; H 0.38; H 0.36; H 0.37; H 0.39; H 0.40; H 0.40; H 0.20; H 0.32; H 0.36; H 0.33; H 0.19; H 0.33; Br -0.15; C -0.60; C -0.57; Br -0.12; H 0.37; H 0.36; H 0.36; H 0.38